No. 1
65
Properties=species:S:1:pos:R:3:mulliken_charge:R:1 method="wB97M-V/def2-TZVPD" multiplicity=3 gap_ev="6.6 / 6.8" e_above_lowest_kcal_mol=38.3 e_tot_ha=-2653.22605 total_charge=+3
W -1.34 -0.72 0.87 0.4505
C -4.19 -1.81 -0.10 -0.6357
N -3.29 -1.98 1.07 -0.4462
C -2.99 -3.40 1.41 -0.6835
C -1.69 -3.41 2.14 0.1726
N -0.85 -2.37 2.07 0.1586
C 0.28 -2.71 2.82 0.5858
C 1.44 -2.00 3.10 -0.5850
C 2.39 -2.63 3.88 -0.7966
C 2.18 -3.93 4.38 -0.5407
C 1.03 -4.64 4.12 -1.0188
C 0.09 -4.00 3.33 0.4901
N -1.17 -4.39 2.87 -0.0040
C -3.92 -0.44 -0.64 0.1540
N -2.80 0.21 -0.33 0.1712
C -2.86 1.44 -1.00 0.5339
C -1.97 2.52 -1.00 -0.4599
C -2.34 3.62 -1.74 -0.6963
C -3.54 3.65 -2.47 -0.6507
C -4.42 2.59 -2.47 -1.0222
C -4.05 1.49 -1.71 0.3947
N -4.69 0.28 -1.45 -0.0292
H -5.23 -1.94 0.17 0.5253
H -3.94 -2.56 -0.85 0.3290
H -3.78 -1.59 1.88 0.3190
H -2.90 -3.98 0.49 0.3253
H -3.79 -3.85 2.00 0.5222
H 1.61 -1.00 2.71 0.4533
H 3.31 -2.12 4.13 0.4402
H 2.95 -4.38 5.00 0.4305
H 0.87 -5.64 4.50 0.4395
H -1.62 -5.28 3.07 0.2571
H -1.04 2.50 -0.44 0.4197
H -1.69 4.48 -1.77 0.5196
H -3.78 4.54 -3.04 0.4457
H -5.35 2.62 -3.03 0.4510
H -5.59 0.00 -1.81 0.2595
S 0.26 0.93 -3.60 -0.1466
P 1.62 1.06 -2.30 0.3093
S 0.44 -0.39 -0.20 0.1473
C 1.81 2.56 -1.36 1.0562
C 2.31 2.62 -0.06 -0.0387
C 2.52 3.86 0.53 -0.7860
C 2.26 5.03 -0.19 -0.5488
C 1.76 4.96 -1.48 -0.6829
C 1.52 3.73 -2.07 -0.5660
C 3.06 0.04 -2.38 1.3031
C 3.37 -0.49 -3.64 -0.5086
C 4.55 -1.20 -3.81 -0.7251
C 5.39 -1.41 -2.73 -0.4732
C 5.08 -0.90 -1.47 -0.8429
C 3.92 -0.17 -1.29 -0.1341
H 2.52 1.72 0.50 0.1996
H 2.91 3.91 1.53 0.4625
H 2.44 5.99 0.27 0.4494
H 1.57 5.87 -2.04 0.4903
H 1.14 3.68 -3.08 0.4251
H 2.71 -0.33 -4.48 0.3360
H 4.80 -1.59 -4.79 0.4293
H 6.31 -1.96 -2.87 0.4283
H 5.74 -1.07 -0.64 0.4391
H 3.68 0.22 -0.32 0.1206
N -1.69 1.41 3.31 -0.2080
C -1.65 0.63 2.47 0.1085
H -1.69 2.10 4.04 0.2770

No. 2
68
Properties=species:S:1:pos:R:3:mulliken_charge:R:1 method="wB97M-V/def2-TZVPD" gap_ev=7.8 e_above_lowest_kcal_mol=25.3 e_tot_ha=-2052.28825 total_charge=+2
Tl -0.09 -0.43 0.01 2.5141
C -1.67 -0.26 -2.90 -0.6620
N -1.70 -1.24 -1.80 -0.2316
C -3.01 -1.48 -1.23 -1.2844
C -3.26 -0.45 -0.17 0.3517
N -2.31 0.32 0.30 0.3279
C -2.90 1.17 1.23 0.0946
C -2.37 2.21 1.99 -0.5280
C -3.23 2.89 2.82 -0.8350
C -4.59 2.56 2.90 -0.5373
C -5.14 1.55 2.13 -1.0736
C -4.27 0.87 1.29 0.7975
N -4.46 -0.16 0.38 -0.1057
C -0.50 0.67 -2.79 0.0286
N -0.04 1.16 -1.66 -0.1480
C 0.98 2.05 -1.99 0.6340
C 1.79 2.86 -1.20 -0.6888
C 2.74 3.63 -1.84 -0.7739
C 2.88 3.61 -3.24 -0.6249
C 2.06 2.83 -4.04 -1.1160
C 1.11 2.06 -3.39 0.4627
N 0.14 1.18 -3.85 0.0052
H -2.57 0.35 -2.83 0.3070
H -1.65 -0.75 -3.87 0.5131
H -1.23 -2.09 -2.08 0.3544
H -3.04 -2.48 -0.80 0.4103
H -3.81 -1.43 -1.99 0.5336
H -1.32 2.46 1.90 0.4236
H -2.86 3.71 3.43 0.4390
H -5.23 3.11 3.58 0.4187
H -6.19 1.31 2.19 0.4423
H -5.33 -0.61 0.17 0.2465
H 1.64 2.90 -0.13 0.5148
H 3.38 4.27 -1.26 0.4774
H 3.63 4.24 -3.69 0.4349
H 2.16 2.83 -5.11 0.4536
H 0.01 0.91 -4.81 0.2882
O 2.89 1.77 2.91 -0.4629
C 2.20 1.11 2.02 0.0985
O 0.98 1.02 2.02 -0.3505
C 3.03 0.49 0.95 0.4059
C 4.41 0.58 0.91 -0.8229
C 5.06 0.04 -0.21 -0.5898
C 4.32 -0.51 -1.23 -0.9894
C 2.93 -0.59 -1.07 0.9099
N 2.33 -0.12 0.00 0.2065
C 2.04 -1.17 -2.17 -0.2645
O 2.44 -1.12 -3.32 -0.6682
O 0.92 -1.62 -1.75 -0.4604
H 2.33 2.20 3.58 0.4087
H 4.96 1.06 1.70 0.6079
H 6.14 0.09 -0.27 0.5003
H 4.76 -0.88 -2.14 0.6101
O -0.51 -0.49 2.55 -0.3368
C -0.26 -1.69 3.24 -0.8127
C -0.21 -2.85 2.29 0.7806
C -0.27 -4.14 2.80 -1.1096
C -0.12 -5.22 1.94 -0.2769
C 0.09 -4.97 0.59 -1.2783
C 0.13 -3.67 0.16 -0.2675
N -0.04 -2.63 0.99 0.1550
H 0.06 0.22 2.89 0.2605
H -1.05 -1.87 3.98 0.4316
H 0.69 -1.64 3.78 0.3855
H -0.41 -4.29 3.86 0.5080
H -0.15 -6.23 2.33 0.4536
H 0.22 -5.79 -0.11 0.4882
H 0.31 -3.42 -0.88 0.6148

No. 3
77
Properties=species:S:1:pos:R:3:mulliken_charge:R:1 method="wB97M-V/def2-TZVPD" multiplicity=2 gap_ev="5.7 / 6.2" e_tot_ha=-5092.68372
Cr -0.60 0.15 0.78 -1.3235
C 3.11 0.00 2.78 -1.9939
C 2.02 0.12 1.79 0.4557
N 0.79 -0.24 2.02 0.7419
O 0.41 -0.50 3.32 -0.5706
B -0.21 0.76 3.88 0.9679
F 0.48 1.88 3.38 -0.4489
F -0.21 0.70 5.23 -0.3465
O -1.65 0.89 3.40 -0.6120
N -1.75 1.09 2.09 0.9584
C -2.79 1.70 1.63 0.1992
C -3.87 2.27 2.50 -1.8259
C -2.76 1.81 0.19 0.9396
N -1.82 1.08 -0.33 0.2064
O -1.47 1.27 -1.64 0.1394
B -0.26 2.18 -1.68 0.9831
F -0.12 2.66 -2.95 -0.3550
F -0.42 3.19 -0.72 -0.3983
O 1.00 1.41 -1.34 -0.7285
N 1.02 0.98 -0.07 1.0221
C 2.16 0.71 0.47 0.6957
C 3.48 1.01 -0.16 -1.7786
C -3.65 2.69 -0.62 -1.6682
H 2.73 -0.50 3.67 0.4209
H 3.46 0.99 3.07 0.3698
H 3.95 -0.56 2.36 0.4726
H -3.84 1.78 3.47 0.4415
H -4.84 2.13 2.04 0.4404
H -3.70 3.34 2.65 0.3381
H 3.33 1.58 -1.08 0.3916
H 4.01 0.08 -0.40 0.3024
H 4.10 1.58 0.53 0.4385
H -4.01 3.53 -0.02 0.4275
H -4.49 2.12 -0.99 0.3208
H -3.08 3.06 -1.47 0.3251
O 0.85 -6.42 1.08 -0.5752
C 0.45 -5.31 0.89 0.5824
S -0.79 -4.51 1.89 -0.1939
C -0.84 -3.00 1.00 1.0767
C -0.02 -2.92 -0.07 -1.0919
S 0.08 -1.44 -1.00 0.5504
S 1.05 -4.26 -0.42 -0.0490
S -1.90 -1.74 1.51 -0.5566
C 2.69 -4.63 -4.34 -0.5780
C 2.91 -3.34 -3.88 -0.8449
C 1.83 -2.55 -3.52 -0.1006
C 0.52 -3.04 -3.61 0.1984
C 0.33 -4.33 -4.09 -0.3029
C 1.40 -5.12 -4.46 -0.7523
Si -0.91 -1.95 -3.05 0.7703
C -1.07 -0.45 -4.15 1.5511
C -0.06 -0.17 -5.07 -0.5810
C -0.17 0.88 -5.96 -0.7586
C -1.31 1.66 -5.98 -0.6920
C -2.33 1.40 -5.07 -0.7694
C -2.21 0.37 -4.16 -0.3449
C -2.46 -2.87 -2.54 0.8476
C -2.33 -4.08 -1.84 -0.3420
C -3.43 -4.69 -1.25 -0.7188
C -4.69 -4.12 -1.37 -0.6167
C -4.85 -2.97 -2.13 -0.7845
C -3.75 -2.35 -2.70 -0.5622
H 3.54 -5.26 -4.61 0.4017
H 3.91 -2.95 -3.80 0.4327
H 2.01 -1.55 -3.14 0.5084
H -0.68 -4.73 -4.17 0.4095
H 1.23 -6.13 -4.83 0.4232
H 0.83 -0.79 -5.09 0.3267
H 0.64 1.08 -6.65 0.4386
H -1.40 2.48 -6.68 0.3953
H -3.23 2.00 -5.08 0.4069
H -2.99 0.22 -3.43 -0.2643
H -1.36 -4.55 -1.78 0.4236
H -3.29 -5.60 -0.67 0.4630
H -5.53 -4.59 -0.89 0.3912
H -5.84 -2.55 -2.27 0.4428
H -3.90 -1.46 -3.29 0.4907

No. 4
61
Properties=species:S:1:pos:R:3:mulliken_charge:R:1 method="wB97M-V/def2-TZVPD" gap_ev=5.2 e_above_lowest_kcal_mol=15.3 e_tot_ha=-2226.10332 total_charge=+1
Cl 5.64 0.57 2.05 -0.1848
C 3.99 0.34 2.47 0.3416
C 3.66 -0.22 3.71 -0.7419
C 2.35 -0.56 3.98 -0.0221
C 1.31 -0.38 3.01 0.2280
C 0.03 -1.13 3.16 -0.0409
C -1.27 -0.42 3.02 0.4579
C -2.32 -0.76 3.90 -0.4242
C -3.66 -0.40 3.63 -0.8765
C -3.94 0.31 2.44 0.3583
Cl -5.57 0.58 2.02 -0.1839
C -2.91 0.73 1.62 -1.0940
C -1.58 0.42 1.93 0.1541
C 1.66 0.28 1.82 0.1891
C 2.98 0.64 1.55 -1.2674
H 4.45 -0.40 4.45 0.3965
H 2.08 -0.92 4.99 0.3898
H 0.04 -1.70 4.11 0.5924
H -2.10 -1.25 4.85 0.4240
H -4.44 -0.69 4.30 0.4744
H -3.16 1.30 0.72 0.4270
H -0.80 0.91 1.35 0.4561
H 0.90 0.55 1.09 0.2010
H 3.26 1.12 0.62 0.4424
C -0.41 -5.34 3.04 -0.8040
N -0.87 -4.46 1.99 0.4909
C -0.07 -3.35 1.49 0.8562
H 0.00 -2.38 2.28 -1.2910
C 1.33 -3.85 1.08 -0.8853
C 2.45 -3.26 1.68 0.1728
C 3.73 -3.62 1.30 -0.5434
C 3.96 -4.65 0.36 0.6807
O 5.26 -4.96 0.09 -0.4463
C 5.53 -6.04 -0.82 -0.8492
C 2.83 -5.29 -0.21 -0.7317
C 1.55 -4.89 0.13 -0.7998
N -0.84 -2.99 0.32 0.4862
C -0.38 -2.01 -0.62 -0.6493
C -2.01 -3.74 0.17 1.1793
C -2.02 -4.69 1.23 1.2165
C -2.89 -5.77 1.22 -1.0819
C -3.74 -5.88 0.13 -0.7306
C -3.73 -4.94 -0.92 -0.7501
C -2.88 -3.85 -0.91 -0.9718
H -1.16 -6.13 3.18 0.3269
H 0.52 -5.85 2.75 0.3010
H -0.22 -4.76 3.96 0.2393
H 2.28 -2.50 2.46 0.3828
H 4.60 -3.11 1.73 0.4791
H 6.62 -6.10 -0.85 0.2467
H 5.13 -6.99 -0.45 0.3475
H 5.15 -5.82 -1.83 0.3437
H 3.00 -6.09 -0.92 0.4305
H 0.69 -5.39 -0.34 0.4513
H -1.08 -1.98 -1.46 0.3437
H -0.25 -1.02 -0.14 0.0707
H 0.60 -2.31 -1.04 0.2779
H -2.87 -6.50 2.05 0.3271
H -4.42 -6.72 0.07 0.4173
H -4.41 -5.06 -1.75 0.4334
H -2.84 -3.09 -1.70 0.3359